Record 1
Here is C30H24LiN6O2SSe2 as an isolated structure from the Open Molecules 2025 dataset. Energies are from ωB97M-V with the def2-TZVPD basis set.

Element x y z (Å)
Li: 1.245 -0.634 0.204
Se: 7.126 4.212 -1.115
N: 7.024 2.419 -0.754
C: 5.719 2.152 -0.738
C: 5.203 0.824 -0.497
C: 6.038 -0.285 -0.267
C: 5.483 -1.521 -0.053
C: 4.084 -1.655 -0.065
N: 3.283 -0.632 -0.280
C: 3.820 0.585 -0.489
C: 2.891 1.671 -0.704
N: 1.573 1.388 -0.625
C: 0.715 2.355 -0.862
C: 1.108 3.671 -1.166
C: 2.443 3.976 -1.202
C: 3.391 2.962 -0.964
C: 4.807 3.219 -0.982
N: 5.313 4.436 -1.215
H: 7.109 -0.128 -0.264
H: 6.101 -2.391 0.130
H: 3.610 -2.610 0.125
H: -0.332 2.088 -0.802
H: 0.354 4.426 -1.354
H: 2.802 4.975 -1.410
O: -0.446 -1.101 -0.813
S: -1.440 -1.488 0.257
C: -1.721 -3.240 0.042
C: -1.505 -3.813 -1.202
C: -1.729 -5.170 -1.356
C: -2.159 -5.934 -0.276
C: -2.343 -5.350 0.965
C: -2.114 -3.991 1.134
C: -3.023 -0.946 -0.393
C: -3.077 -0.410 -1.667
C: -4.299 0.027 -2.161
C: -5.443 -0.069 -1.382
C: -5.370 -0.598 -0.099
C: -4.154 -1.035 0.403
H: -1.143 -3.198 -2.016
H: -1.555 -5.639 -2.316
H: -2.316 -6.998 -0.398
H: -2.621 -5.955 1.818
H: -2.192 -3.536 2.113
H: -2.163 -0.331 -2.242
H: -4.355 0.444 -3.159
H: -6.395 0.272 -1.771
H: -6.259 -0.668 0.515
H: -4.084 -1.436 1.407
C: 2.533 0.793 2.801
C: 1.124 0.398 2.441
O: 0.169 0.367 3.127
H: 2.618 0.898 3.885
H: 2.754 1.735 2.298
H: 3.222 0.043 2.418
Se: 1.178 -4.827 2.972
C: 1.235 -3.315 1.965
N: 1.278 -2.344 1.325
C: -4.843 3.555 0.139
C: -3.473 3.833 0.754
C: -2.696 2.609 0.938
N: -2.091 1.644 1.082
H: -5.377 4.492 -0.015
H: -5.439 2.916 0.789
H: -4.741 3.048 -0.819
H: -3.568 4.317 1.728
H: -2.888 4.503 0.121

Properties
E_HOMO (spin up / spin down)   -2.196 / -4.778 eV
Energy relative to the best compared isomer or geometry (same formula, charge and spin)   34.04 kcal per mole
Charge   -1
Energy   -6845.288434 a.u.

---

Record 2
Here is a 8-piece molecular cluster, C7H28ClN14O11 overall from the Open Molecules 2025 dataset. Energies are from ωB97M-V with the def2-TZVPD basis set.

Element x y z (Å)
Cl: -0.065 0.134 0.444
O: 0.659 0.022 -0.797
O: -1.158 0.987 0.163
O: -0.598 -1.175 0.801
O: 0.713 0.609 1.558
C: 4.023 -2.350 -2.997
O: 4.713 -2.197 -1.981
N: 4.274 -3.236 -3.988
N: 2.840 -1.730 -3.107
H: 5.200 -3.630 -3.970
H: 3.664 -3.412 -4.759
H: 2.179 -1.820 -3.855
H: 2.679 -0.953 -2.485
C: 2.403 3.147 4.608
O: 2.484 4.156 3.923
N: 1.666 2.085 4.220
N: 2.950 2.964 5.859
H: 1.547 1.268 4.793
H: 1.384 1.905 3.270
H: 2.695 2.157 6.393
H: 3.569 3.618 6.297
C: 4.444 -0.036 1.098
O: 5.660 -0.243 1.146
N: 3.618 -0.066 2.168
N: 3.830 0.290 -0.072
H: 4.007 -0.357 3.046
H: 2.635 0.147 2.130
H: 2.836 0.145 0.007
H: 4.381 0.243 -0.907
C: -3.123 3.613 -1.579
O: -1.942 3.955 -1.626
N: -4.032 4.407 -0.930
N: -3.574 2.417 -2.042
H: -4.968 4.267 -1.271
H: -3.603 5.281 -0.670
H: -2.852 1.720 -1.955
H: -4.548 2.287 -2.225
C: -3.136 -0.436 -3.287
O: -3.514 -0.308 -4.449
N: -1.853 -0.430 -2.885
N: -4.008 -0.743 -2.272
H: -1.121 -0.286 -3.557
H: -1.592 -0.639 -1.938
H: -3.677 -1.055 -1.380
H: -4.950 -0.671 -2.617
C: -0.477 -4.569 -1.516
O: -0.413 -5.182 -0.456
N: -0.092 -5.095 -2.716
N: -0.924 -3.292 -1.613
H: -0.371 -4.554 -3.513
H: 0.084 -6.077 -2.813
H: -1.077 -2.876 -2.512
H: -1.314 -2.841 -0.802
C: -3.064 1.235 3.821
O: -3.816 1.660 4.702
N: -2.278 2.048 3.009
N: -2.838 -0.062 3.607
H: -2.307 2.977 3.395
H: -2.201 1.672 2.083
H: -2.214 -0.396 2.892
H: -3.436 -0.697 4.109

Properties
E_HOMO   -6.671 eV
Energy relative to the best compared isomer or geometry (same formula, charge and spin)   41.74 kcal per mole
Charge   -1
Energy   -2338.045810 a.u.

---

Record 3
Here is a 3-piece molecular cluster, C3H7N3O overall from the Open Molecules 2025 dataset. Energies are from ωB97M-V with the def2-TZVPD basis set.

Element x y z (Å)
C: -0.651 0.852 -2.220
C: -0.268 0.077 -0.088
C: 0.534 -0.441 1.047
H: -1.069 1.504 -1.271
H: -1.526 0.180 -2.562
H: -0.112 1.426 -2.994
H: -1.893 -0.375 0.692
H: -1.853 -0.166 -1.149
H: 2.246 0.842 0.522
H: 2.735 -0.837 1.356
N: 0.428 0.088 -1.331
N: -1.675 0.439 0.142
N: 1.862 0.358 1.199
O: -0.065 -1.462 1.613

Properties
E_HOMO   -9.915 eV
Energy relative to the best compared isomer or geometry (same formula, charge and spin)   202.36 kcal per mole
Charge   0
Energy   -357.727390 a.u.

---

Record 4
Here is one molecule with the formula C4H8O from the Open Molecules 2025 dataset. Energies are from ωB97M-V with the def2-TZVPD basis set.

Element x y z (Å)
C: 0.567 1.790 -0.514
C: 0.486 0.272 -0.691
C: -0.338 -0.366 0.094
O: -1.290 0.392 0.805
C: -0.204 -1.856 0.308
H: 1.122 2.245 0.377
H: -0.407 2.304 -0.268
H: 0.841 2.137 -1.523
H: 1.369 0.080 -1.383
H: -1.550 -0.186 1.568
H: 0.567 -2.017 0.976
H: 0.010 -2.514 -0.626
H: -1.172 -2.282 0.877

Properties
E_HOMO   -8.572 eV
Energy relative to the best compared isomer or geometry (same formula, charge and spin)   44.83 kcal per mole
Charge   0
Energy   -232.374187 a.u.
SMILES   C/C=C(/C)O

---

Record 5
Here is C4H11N3 as an isolated structure from the Open Molecules 2025 dataset. Energies are from ωB97M-V with the def2-TZVPD basis set.

Element x y z (Å)
C: -1.590 0.827 0.476
C: -0.977 -1.555 -0.129
N: 1.806 -0.543 -0.576
C: 0.710 0.327 -0.452
C: -0.464 -0.171 0.262
N: 1.950 -0.198 0.799
N: 0.866 1.596 -0.910
H: 1.551 -1.516 -0.735
H: 2.933 -0.056 1.036
H: 0.298 -0.381 1.224
H: 1.797 1.889 -1.175
H: 0.140 2.285 -0.777
H: -2.101 1.076 -0.462
H: -2.343 0.410 1.149
H: -0.182 -2.303 -0.169
H: -1.684 -1.915 0.622
H: -1.228 1.761 0.916
H: -1.482 -1.533 -1.101

Properties
E_HOMO   -7.361 eV
Energy relative to the best compared isomer or geometry (same formula, charge and spin)   107.99 kcal per mole
Charge   0
Energy   -323.134441 a.u.

---

Record 6
Here is one molecule with the formula C20H16N2O4 from the Open Molecules 2025 dataset. Energies are from ωB97M-V with the def2-TZVPD basis set.

Element x y z (Å)
C: -4.791 -0.273 1.152
H: -4.310 -1.223 0.933
H: -5.843 -0.454 1.355
H: -4.335 0.150 2.046
C: -4.635 0.685 -0.032
C: -3.182 0.931 -0.313
C: -2.471 0.073 -1.130
C: -1.111 0.271 -1.355
C: -0.427 1.333 -0.737
C: -1.167 2.202 0.073
C: -2.512 2.003 0.279
H: -3.061 2.688 0.908
H: -0.681 3.043 0.542
C: 0.997 1.412 -0.961
C: 1.570 0.545 -1.827
C: 0.828 -0.509 -2.493
O: 1.291 -1.306 -3.267
O: -0.501 -0.606 -2.180
H: 2.631 0.565 -2.023
C: 1.871 2.381 -0.199
O: 3.080 1.768 0.224
C: 3.027 0.650 0.972
O: 4.038 0.073 1.258
C: 1.680 0.159 1.367
N: 0.842 0.840 2.120
N: -0.257 0.094 2.275
C: -0.169 -1.085 1.606
C: -1.069 -2.132 1.431
C: -0.663 -3.174 0.631
C: 0.602 -3.195 0.024
C: 1.501 -2.171 0.198
C: 1.110 -1.097 1.000
H: 2.475 -2.184 -0.265
H: 0.866 -4.035 -0.598
H: -1.334 -4.003 0.459
H: -2.041 -2.116 1.899
H: -1.013 0.436 2.844
H: 1.350 2.789 0.670
H: 2.188 3.201 -0.850
H: -2.950 -0.761 -1.617
H: -5.133 1.628 0.198
H: -5.112 0.248 -0.910

Properties
E_HOMO   -8.793 eV
Energy relative to the best compared isomer or geometry (same formula, charge and spin)   29.91 kcal per mole
Charge   0
Energy   -1182.234229 a.u.
SMILES   CCc1ccc2c(COC(=O)c3n[nH]c4ccccc34)cc(=O)oc2c1

---

Record 7
Here is a 7-piece molecular cluster, C12H36ClO12 overall from the Open Molecules 2025 dataset. Energies are from ωB97M-V with the def2-TZVPD basis set.

Element x y z (Å)
Cl: -7.254 -16.517 -0.439
C: -12.180 -17.394 -1.656
C: -10.974 -17.128 -0.694
O: -10.193 -16.062 -1.133
O: -13.232 -16.516 -1.428
H: -12.519 -18.429 -1.611
H: -11.741 -17.170 -2.628
H: -10.390 -18.043 -0.600
H: -11.325 -16.813 0.288
H: -9.300 -16.293 -0.865
H: -12.912 -15.617 -1.322
C: -3.778 -15.900 0.922
C: -2.957 -16.187 -0.392
O: -3.851 -16.093 -1.497
O: -3.936 -14.516 1.135
H: -3.338 -16.363 1.806
H: -4.769 -16.354 0.901
H: -2.581 -17.205 -0.286
H: -2.243 -15.407 -0.655
H: -4.763 -16.165 -1.207
H: -4.637 -14.243 0.539
C: -9.555 -14.028 -3.551
C: -8.993 -13.020 -4.469
O: -8.955 -11.753 -3.876
O: -8.708 -14.011 -2.389
H: -9.757 -15.007 -3.986
H: -10.553 -13.837 -3.157
H: -9.477 -13.015 -5.446
H: -7.962 -13.144 -4.800
H: -8.482 -11.932 -3.060
H: -9.116 -14.537 -1.696
C: -10.707 -13.547 2.714
C: -9.923 -14.520 1.875
O: -8.649 -14.033 1.587
O: -11.917 -14.236 3.021
H: -10.838 -12.539 2.320
H: -10.138 -13.316 3.615
H: -10.404 -14.842 0.951
H: -9.946 -15.459 2.426
H: -8.219 -14.756 1.124
H: -12.563 -13.614 3.363
C: -4.351 -12.374 -2.524
C: -5.695 -12.398 -1.807
O: -5.915 -13.268 -0.716
O: -4.232 -13.612 -3.119
H: -3.584 -12.282 -1.755
H: -4.255 -11.567 -3.251
H: -6.478 -12.563 -2.547
H: -5.885 -11.388 -1.443
H: -6.394 -14.020 -1.071
H: -4.110 -14.313 -2.475
C: -5.950 -18.670 2.634
C: -7.348 -18.149 3.286
O: -7.193 -18.013 4.710
O: -6.064 -18.952 1.257
H: -5.726 -19.639 3.080
H: -5.115 -17.970 2.632
H: -8.028 -18.968 3.053
H: -7.842 -17.341 2.747
H: -8.062 -17.887 5.098
H: -6.288 -18.098 0.880

Properties
E_HOMO   -6.779 eV
Energy relative to the best compared isomer or geometry (same formula, charge and spin)   19.51 kcal per mole
Charge   -1
Energy   -1841.874955 a.u.

---

Record 8
Here is one molecule with the formula CH5N2PS from the Open Molecules 2025 dataset. Energies are from ωB97M-V with the def2-TZVPD basis set.

Element x y z (Å)
C: -0.196 0.776 0.689
N: 0.926 -0.061 1.114
N: -0.526 0.501 -0.586
P: 0.321 -0.618 -1.673
S: -0.785 1.924 1.720
H: 0.991 -1.062 0.853
H: 0.959 -0.098 2.104
H: -0.887 1.356 -1.199
H: -0.909 -1.010 -2.326
H: 0.105 -1.708 -0.696

Properties
E_HOMO   -8.518 eV
Energy relative to the best compared isomer or geometry (same formula, charge and spin)   11.92 kcal per mole
Charge   0
Energy   -890.123054 a.u.
SMILES   NC(=S)NP

---

Please write out number 8 again, unchanged.
Here is one molecule with the formula CH5N2PS from the Open Molecules 2025 dataset. Energies are from ωB97M-V with the def2-TZVPD basis set.

Element x y z (Å)
C: -0.196 0.776 0.689
N: 0.926 -0.061 1.114
N: -0.526 0.501 -0.586
P: 0.321 -0.618 -1.673
S: -0.785 1.924 1.720
H: 0.991 -1.062 0.853
H: 0.959 -0.098 2.104
H: -0.887 1.356 -1.199
H: -0.909 -1.010 -2.326
H: 0.105 -1.708 -0.696

Properties
E_HOMO   -8.518 eV
Energy relative to the best compared isomer or geometry (same formula, charge and spin)   11.92 kcal per mole
Charge   0
Energy   -890.123054 a.u.
SMILES   NC(=S)NP